DFT (ωB97M-V with the def2-TZVPD basis set) results for 8 unconnected molecules or ions with the total composition C51H116F6N6O10S2.

Properties
**Total charge**: +4
**E_LUMO**: -7.90 eV
**Highest occupied orbital energy**: -13.70 eV
**HOMO-LUMO gap**: 0.2129 hartree

```
191
Properties=species:S:1:pos:R:3:mulliken_charge:R:1
C 2.43 19.27 5.39 -1.23
C 3.71 20.22 5.30 -0.60
C 4.33 20.35 6.71 0.00
C 5.67 21.10 6.65 -1.27
N 6.36 21.27 8.01 0.62
C 7.64 22.05 7.79 -0.75
C 7.99 22.86 9.09 -0.61
C 6.66 22.92 9.88 -0.63
C 5.60 22.20 8.90 -0.79
C 6.57 19.94 8.74 -1.51
H 1.87 19.83 6.14 0.65
H 2.53 18.28 5.84 0.06
H 1.89 19.11 4.46 0.48
H 3.60 21.21 4.86 0.54
H 4.40 19.70 4.62 0.12
H 4.51 19.39 7.18 -0.09
H 3.71 20.87 7.44 0.43
H 5.49 22.04 6.11 0.40
H 6.35 20.42 6.13 0.48
H 8.49 21.54 7.34 0.49
H 7.50 22.79 7.01 0.39
H 8.80 22.40 9.66 0.32
H 8.38 23.85 8.87 0.37
H 6.71 22.30 10.77 0.34
H 6.45 23.97 10.10 0.36
H 4.86 21.66 9.49 0.40
H 5.08 22.99 8.34 0.48
H 7.27 20.18 9.54 0.54
H 7.09 19.19 8.15 0.60
H 5.69 19.48 9.18 0.37
C 3.71 13.69 -3.26 -1.18
C 3.17 13.15 -1.92 -0.73
C 3.01 14.21 -0.77 -0.17
C 4.39 14.74 -0.25 -0.84
N 4.22 15.51 1.10 0.54
C 3.31 16.74 1.05 -1.06
C 3.84 17.70 2.20 0.42
C 5.20 17.19 2.57 0.23
C 5.58 16.13 1.60 -1.12
C 3.76 14.59 2.25 -1.33
H 3.66 12.87 -3.97 0.40
H 4.78 13.82 -3.12 0.29
H 3.17 14.59 -3.55 0.31
H 3.75 12.30 -1.58 0.35
H 2.19 12.78 -2.20 0.41
H 2.54 13.62 0.02 0.15
H 2.46 15.11 -1.04 0.38
H 4.90 15.38 -0.96 0.42
H 5.08 13.93 0.00 0.34
H 2.28 16.45 1.28 0.47
H 3.29 17.10 0.02 0.42
H 3.19 17.65 3.08 -0.73
H 3.89 18.75 1.95 0.66
H 5.17 16.72 3.55 -0.55
H 5.94 17.99 2.53 0.79
H 6.23 15.33 1.96 0.48
H 5.99 16.58 0.69 0.48
H 3.86 15.10 3.21 0.50
H 4.42 13.72 2.21 0.35
H 2.75 14.22 2.07 0.16
C -1.32 17.55 9.01 -1.19
C -0.71 18.41 7.77 -0.60
C -0.93 17.70 6.36 -0.79
C -0.17 16.29 6.10 0.06
N -0.70 15.54 4.89 0.09
C -2.16 14.88 4.85 -0.49
C -1.92 13.62 5.76 -0.81
C -0.40 13.21 5.76 -0.63
C 0.24 14.24 4.80 -0.01
C -0.37 16.49 3.66 -1.03
H -0.62 16.81 9.39 0.26
H -2.25 17.09 8.70 0.28
H -1.43 18.22 9.86 0.42
H 0.36 18.57 7.91 0.14
H -1.12 19.41 7.81 0.50
H -0.58 18.45 5.65 0.44
H -2.00 17.61 6.20 0.39
H -0.34 15.73 7.01 0.49
H 0.91 16.38 5.95 -0.25
H -2.42 14.56 3.84 0.44
H -2.89 15.53 5.34 0.37
H -2.63 12.80 5.61 0.41
H -2.14 13.94 6.78 0.34
H -0.36 12.16 5.47 0.58
H -0.02 13.30 6.78 0.04
H 0.30 14.01 3.74 0.53
H 1.25 14.49 5.12 -0.14
H -0.45 15.92 2.73 0.46
H 0.62 16.93 3.72 0.24
H -1.14 17.24 3.82 0.45
C 5.76 11.74 7.61 -0.63
O 6.03 10.98 6.46 -0.49
C 5.34 11.30 5.26 0.16
C 5.45 10.08 4.37 -0.81
N 6.90 9.79 4.13 -0.17
H 7.32 10.62 3.73 0.39
H 7.22 9.81 5.08 0.40
C 7.46 8.51 3.50 -0.59
C 6.73 8.16 2.14 -0.55
O 5.49 7.68 2.39 -0.32
C 5.35 6.42 2.98 -0.73
H 5.93 12.78 7.34 0.04
H 6.60 11.67 8.31 0.48
H 4.81 11.55 8.11 0.38
H 5.81 12.15 4.76 -0.10
H 4.31 11.51 5.57 0.47
H 4.76 10.23 3.54 0.38
H 5.13 9.19 4.91 0.39
H 7.24 7.79 4.29 0.36
H 8.53 8.67 3.46 0.41
H 7.27 7.53 1.44 0.41
H 6.71 9.05 1.50 0.32
H 4.29 6.19 3.01 0.24
H 5.73 6.29 4.00 0.31
H 5.77 5.69 2.29 0.37
C -0.93 15.48 13.22 -1.27
C 0.57 15.85 13.48 -0.46
N 1.41 14.85 14.37 0.19
C 2.86 15.44 14.40 -1.24
C 0.80 14.80 15.87 -0.43
C 1.11 16.10 16.78 -1.15
C 1.41 13.44 13.72 -1.06
C 2.20 13.37 12.34 -0.27
O 1.63 14.14 11.27 -0.35
C 2.48 14.10 10.03 0.13
H -1.41 16.31 12.71 0.40
H -1.55 15.44 14.13 0.32
H -1.12 14.63 12.57 0.32
H 0.69 16.79 14.03 0.52
H 1.12 16.00 12.56 0.44
H 3.42 14.70 14.98 0.60
H 2.83 16.40 14.91 0.45
H 3.27 15.73 13.44 0.32
H 1.01 13.82 16.30 0.44
H -0.29 14.77 15.91 0.34
H 0.51 16.06 17.69 0.41
H 0.71 17.03 16.36 0.31
H 2.18 16.17 16.94 0.33
H 0.38 13.10 13.59 0.45
H 1.88 12.84 14.49 0.49
H 2.29 12.33 12.01 0.44
H 3.19 13.79 12.50 0.16
H 3.52 13.99 10.33 -0.20
H 2.36 15.02 9.47 0.04
H 2.32 13.20 9.43 0.33
C 8.71 15.27 8.54 -1.07
C 8.55 14.49 7.25 0.72
N 9.42 14.93 6.04 0.63
C 9.04 14.17 4.79 -0.99
C 8.78 16.32 5.71 -0.22
C 8.96 16.95 4.25 -1.56
C 10.90 15.14 6.42 -0.80
C 11.64 13.87 6.83 -0.75
O 11.66 13.69 8.21 -0.27
C 12.28 12.46 8.54 -0.79
H 8.12 14.88 9.37 0.17
H 8.34 16.28 8.33 0.07
H 9.75 15.44 8.82 0.37
H 7.50 14.42 6.96 -0.84
H 8.73 13.43 7.45 0.62
H 9.78 14.40 4.01 0.30
H 8.02 14.38 4.48 0.17
H 9.20 13.12 5.05 0.50
H 9.07 17.09 6.43 0.55
H 7.70 16.17 5.73 0.02
H 8.21 17.73 4.08 0.36
H 8.90 16.37 3.33 0.35
H 9.89 17.51 4.30 0.47
H 11.06 16.07 6.97 0.52
H 11.31 15.40 5.44 0.54
H 12.63 13.84 6.39 0.60
H 11.10 13.05 6.35 0.27
H 13.33 12.42 8.26 0.31
H 11.78 11.65 8.00 0.34
H 12.06 12.41 9.60 0.27
C 4.94 15.78 7.66 -0.13
F 5.47 14.94 8.45 0.11
F 3.96 16.39 8.31 -0.09
F 5.75 16.67 7.19 -0.01
S 4.19 14.85 6.16 0.13
O 3.42 15.84 5.43 0.11
O 5.37 14.42 5.33 -0.31
O 3.34 13.80 6.74 -0.59
C 6.25 13.05 11.38 0.44
F 7.23 12.61 10.55 -0.20
F 5.88 14.31 11.13 -0.21
F 5.17 12.23 11.31 -0.21
S 6.86 12.88 13.23 1.05
O 5.62 13.24 13.99 -0.56
O 7.23 11.48 13.40 -0.63
O 7.96 13.87 13.33 -0.66
```

=====

DFT (ωB97M-V with the def2-TZVPD basis set) results for 7 unconnected molecules or ions with the total composition C51H117N7O11.

Properties
**2S+1**: 2
**Total charge**: +1
**Relative energy (zero: lowest compared OMol25 entry of this formula, charge and spin)**: 0.0 kcal/mol
**E_LUMO (spin up / spin down)**: -2.63 / -6.32 eV
**Highest occupied orbital energy (spin up / spin down)**: -9.55 / -9.55 eV
**HOMO-LUMO gap (spin up / spin down)**: 0.2544 / 0.1188 hartree

```
186
Properties=species:S:1:pos:R:3:lowdin_spin:R:1
C -13.93 35.65 4.74 0.00
C -13.84 37.18 4.71 0.00
C -14.17 37.74 6.12 0.00
C -13.03 37.60 7.14 0.00
C -11.78 38.29 6.59 0.00
C -11.38 37.81 5.20 0.00
N -12.54 37.86 4.31 0.00
O -12.21 37.87 2.92 0.00
C -10.42 38.93 4.81 0.00
C -10.66 36.47 5.34 0.00
C -14.95 37.71 3.79 0.00
H -13.38 35.21 3.91 0.00
H -14.97 35.39 4.55 0.00
H -13.73 35.17 5.70 0.00
H -14.39 38.81 6.10 0.00
H -15.05 37.18 6.45 0.00
H -12.73 36.56 7.26 0.00
H -13.34 37.96 8.12 0.00
H -11.03 38.13 7.37 0.00
H -11.92 39.36 6.51 0.00
H -11.04 39.82 4.69 0.00
H -9.71 38.98 5.63 0.00
H -9.92 38.67 3.88 0.00
H -9.69 36.63 5.82 0.00
H -11.23 35.64 5.76 0.00
H -10.49 36.14 4.31 0.00
H -15.92 37.44 4.21 0.00
H -14.80 37.26 2.81 0.00
H -14.95 38.80 3.78 0.00
H -12.32 38.79 2.66 0.00
C -14.16 44.15 -4.31 0.04
C -14.93 44.43 -3.00 0.04
C -15.46 43.11 -2.35 0.00
C -14.52 42.33 -1.45 0.00
C -13.87 43.28 -0.43 0.01
C -13.07 44.45 -1.13 0.05
N -13.99 45.14 -2.05 0.65
O -13.69 46.45 -2.38 0.09
C -12.59 45.32 0.00 0.01
C -11.88 43.99 -2.01 0.06
C -16.20 45.26 -3.28 0.01
H -14.87 44.24 -5.13 0.00
H -13.49 43.29 -4.42 0.00
H -13.55 45.04 -4.48 0.00
H -16.40 43.34 -1.86 0.00
H -15.68 42.44 -3.18 0.00
H -13.74 41.85 -2.04 0.00
H -15.15 41.54 -1.03 0.00
H -13.19 42.78 0.26 0.00
H -14.74 43.68 0.09 0.00
H -13.39 45.99 0.32 0.00
H -12.28 44.66 0.81 0.00
H -11.76 45.92 -0.36 0.00
H -11.22 43.35 -1.43 0.01
H -12.22 43.57 -2.96 0.00
H -11.37 44.89 -2.35 0.00
H -16.58 45.81 -2.41 0.00
H -17.00 44.60 -3.62 0.00
H -16.11 46.08 -4.00 0.00
H -14.29 46.92 -1.80 0.02
C -13.76 35.78 -4.03 0.00
C -12.67 36.66 -4.74 0.00
C -12.64 36.20 -6.20 0.00
C -13.79 36.74 -7.02 0.00
C -13.75 38.26 -7.00 0.00
C -13.86 38.82 -5.51 0.00
N -12.93 38.11 -4.57 0.00
O -12.98 38.58 -3.30 0.00
C -13.47 40.31 -5.57 0.00
C -15.31 38.79 -4.99 0.00
C -11.26 36.38 -4.21 0.00
H -14.29 36.29 -3.23 0.00
H -13.30 34.90 -3.56 0.00
H -14.59 35.52 -4.68 0.00
H -11.73 36.47 -6.73 0.00
H -12.70 35.11 -6.19 0.00
H -14.75 36.39 -6.64 0.00
H -13.81 36.33 -8.03 0.00
H -14.62 38.74 -7.44 0.00
H -12.81 38.61 -7.43 0.00
H -13.27 40.70 -4.57 0.00
H -12.61 40.43 -6.23 0.00
H -14.18 40.98 -6.04 0.00
H -15.48 37.72 -5.04 0.00
H -15.43 39.10 -3.96 0.00
H -16.05 39.32 -5.60 0.00
H -11.36 36.47 -3.12 0.00
H -10.50 37.10 -4.53 0.00
H -10.88 35.40 -4.51 0.00
H -12.23 39.17 -3.25 0.00
C -10.86 34.36 -1.23 0.00
O -11.03 35.51 -0.44 0.00
C -11.38 35.08 0.87 0.00
C -12.89 34.77 1.08 0.00
N -13.80 35.93 1.05 0.00
C -13.76 36.57 -0.28 0.00
C -14.83 37.64 -0.32 0.00
O -14.57 38.73 0.49 0.00
C -13.53 39.61 0.12 0.00
H -10.23 33.54 -0.89 0.00
H -10.32 34.65 -2.14 0.00
H -11.74 33.79 -1.54 0.00
H -11.14 35.88 1.57 0.00
H -10.71 34.29 1.22 0.00
H -12.96 34.20 2.01 0.00
H -13.29 34.01 0.41 0.00
H -13.75 36.59 1.81 0.00
H -13.94 35.82 -1.04 0.00
H -12.77 36.98 -0.49 0.00
H -15.71 37.21 0.16 0.00
H -15.04 37.87 -1.37 0.00
H -13.64 40.58 0.61 0.00
H -13.50 39.85 -0.94 0.00
H -12.61 39.19 0.53 0.00
C -9.72 40.83 -4.77 0.00
O -10.26 40.31 -3.54 0.00
C -9.23 40.45 -2.50 0.00
C -9.33 39.52 -1.23 0.00
N -8.44 39.77 -0.17 0.00
C -8.59 38.91 1.01 0.00
C -8.39 37.41 0.78 0.00
O -7.08 37.36 0.13 0.00
C -6.82 36.12 -0.45 0.00
H -9.37 41.81 -4.43 0.00
H -10.38 40.94 -5.63 0.00
H -8.85 40.31 -5.18 0.00
H -9.32 41.48 -2.16 0.00
H -8.27 40.27 -2.98 0.00
H -9.21 38.49 -1.57 0.00
H -10.34 39.64 -0.82 0.00
H -7.49 39.56 -0.44 0.00
H -9.57 39.13 1.44 0.00
H -7.80 39.26 1.66 0.00
H -9.19 36.97 0.19 0.00
H -8.41 36.78 1.67 0.00
H -7.71 35.58 -0.78 0.00
H -6.36 35.44 0.26 0.00
H -6.07 36.24 -1.23 0.00
C -17.67 24.11 -0.57 0.00
O -17.01 25.40 -0.45 0.00
C -15.77 25.54 -1.19 0.00
C -15.28 26.91 -0.98 0.00
N -16.06 27.89 -1.72 0.00
C -15.47 29.25 -1.55 0.00
C -14.00 29.50 -2.01 0.00
O -13.75 30.90 -1.86 0.00
C -14.25 31.72 -2.91 0.00
H -17.83 23.96 -1.64 0.00
H -18.61 24.16 -0.02 0.00
H -17.03 23.31 -0.21 0.00
H -15.92 25.22 -2.22 0.00
H -14.98 24.93 -0.77 0.00
H -14.23 26.99 -1.27 0.00
H -15.34 27.00 0.11 0.00
H -16.99 27.88 -1.34 0.00
H -15.68 29.59 -0.53 0.00
H -16.15 29.86 -2.14 0.00
H -13.89 29.28 -3.07 0.00
H -13.25 28.96 -1.42 0.00
H -14.12 32.80 -2.80 0.00
H -15.32 31.54 -2.99 0.00
H -13.94 31.38 -3.89 0.00
C -5.86 24.74 2.84 0.00
O -6.55 25.56 1.92 0.00
C -7.75 26.17 2.38 0.00
C -8.32 27.35 1.50 0.00
N -9.48 28.03 2.06 0.00
C -10.01 29.10 1.34 0.00
C -11.24 29.72 2.03 0.00
O -11.87 30.56 1.11 0.00
C -13.06 31.01 1.58 0.00
H -6.43 23.89 3.22 0.00
H -5.61 25.28 3.75 0.00
H -4.94 24.31 2.46 0.00
H -7.64 26.58 3.38 0.00
H -8.54 25.43 2.44 0.00
H -8.54 27.06 0.47 0.00
H -7.47 28.04 1.41 0.00
H -9.29 28.11 3.05 0.00
H -10.25 28.81 0.32 0.00
H -9.23 29.86 1.27 0.00
H -10.97 30.24 2.95 0.00
H -11.85 28.86 2.30 0.00
H -13.70 30.20 1.94 0.00
H -13.47 31.68 0.82 0.00
H -12.87 31.65 2.44 0.00
```

=====

no.,DFT total energy (eV)
1,-122118.30601
2,-87717.95782